(1)
The following is a quantum chemistry calculation of a single CHFO2S molecule, from the Open Molecules 2025 dataset.

- relative energy (zero: lowest compared OMol25 entry of this formula, charge and spin) (kJ/mol) = 296.4
- orbital gap (alpha / beta) (eV) = 8.66 / 6.83
- total charge = 0
- multiplicity = 1
- E_HOMO (alpha / beta) (eV) = -8.402 / -7.661

XYZ file:
```
6
Properties=species:S:1:pos:R:3:lowdin_charge:R:1
C -1.125 -0.034 -0.032 -0.187
O -0.038 0.609 -0.011 -0.373
O 2.454 -0.429 0.036 -0.559
F -0.874 -1.391 -0.105 0.030
S 1.644 0.780 -0.050 0.953
H -2.060 0.466 0.163 0.136
```

***

(2)
The following is a quantum chemistry calculation of a 2-piece molecular cluster, C4H4BrN3S overall, from the Open Molecules 2025 dataset.

- relative energy (zero: lowest compared OMol25 entry of this formula, charge and spin) (kJ/mol) = 51.4
- orbital gap (eV) = 9.46
- structure (SMILES) = c1cn2ncsc2n1.Br
- total charge = 0
- multiplicity = 1
- E_HOMO (eV) = -9.009

XYZ file:
```
13
Properties=species:S:1:pos:R:3:lowdin_charge:R:1
C 1.422 -1.998 0.320 -0.130
C 0.947 -1.481 -0.794 -0.085
N 0.646 -0.219 -0.456 -0.166
N 0.081 0.784 -1.159 0.062
C 0.179 1.847 -0.460 -0.432
S 0.618 1.610 1.222 1.043
C 0.905 -0.039 0.873 -0.679
N 1.408 -1.088 1.432 0.091
H 1.768 -2.971 0.371 0.076
H 0.687 -1.853 -1.828 0.150
H 0.026 2.841 -0.824 0.069
Br -4.329 0.601 0.713 0.338
H -4.358 1.967 0.591 -0.337
```

***

(3)
The following is a quantum chemistry calculation of C30H45BrHgN4OP2 as an isolated structure, from the Open Molecules 2025 dataset.

- relative energy (zero: lowest compared OMol25 entry of this formula, charge and spin) (kJ/mol) = 0.0
- orbital gap (eV) = 7.04
- total charge = +2
- multiplicity = 1
- E_HOMO (eV) = -13.222

XYZ file:
```
84
Properties=species:S:1:pos:R:3:lowdin_charge:R:1
C -3.753 -2.483 -1.873 -0.011
C -2.426 -2.899 -2.142 -0.256
C -2.051 -3.132 -3.478 -0.013
C -2.875 -2.584 -4.481 -0.126
N -4.010 -1.938 -4.191 0.055
C -4.499 -1.959 -2.947 -0.127
C -1.486 -3.020 -1.050 0.047
C -0.901 -2.804 0.021 0.038
C -0.278 -2.942 1.326 -0.224
C 0.267 -1.933 2.167 -0.095
C 1.045 -2.256 3.282 -0.136
C 1.178 -3.588 3.636 -0.648
C 0.513 -4.607 2.933 -0.077
C -0.204 -4.271 1.780 -0.010
Hg 0.581 0.843 0.867 0.897
P -0.932 1.253 -1.104 0.873
H -1.128 -3.680 -3.684 0.120
H -4.118 -2.524 -0.844 0.122
H -2.567 -2.665 -5.523 0.116
H -5.490 -1.542 -2.757 0.115
H -0.711 -5.017 1.174 0.129
H 0.049 -0.855 2.048 -0.004
H 0.555 -5.652 3.228 0.118
H 1.525 -1.469 3.843 0.099
C -0.332 2.990 -1.268 -0.427
C -0.695 3.747 -2.536 -0.132
H 0.769 2.954 -1.179 0.046
H -0.713 3.508 -0.371 0.079
H -0.279 4.757 -2.446 0.088
H -0.260 3.300 -3.438 0.078
H -1.777 3.843 -2.675 0.063
C -0.623 0.423 -2.703 -0.368
C -1.587 0.741 -3.845 -0.119
H -0.634 -0.659 -2.496 0.064
H 0.405 0.687 -2.999 0.065
H -1.171 0.326 -4.771 0.091
H -2.570 0.276 -3.707 0.061
H -1.731 1.815 -4.013 0.058
C -2.731 1.237 -0.814 -0.365
C -3.547 2.356 -1.463 -0.128
H -2.875 1.248 0.279 0.067
H -3.085 0.251 -1.162 0.077
H -4.599 2.221 -1.188 0.088
H -3.245 3.352 -1.124 0.072
H -3.501 2.334 -2.558 0.068
Br 2.347 -4.016 5.108 0.748
P 2.605 -0.260 -0.190 0.902
C 2.906 0.660 -1.756 -0.398
C 4.347 1.131 -1.962 -0.125
H 2.230 1.535 -1.739 0.041
H 2.577 0.036 -2.607 0.087
H 4.415 1.743 -2.876 0.094
H 4.692 1.744 -1.119 0.071
H 5.043 0.287 -2.082 0.073
C 3.825 0.318 1.072 -0.417
C 5.182 -0.389 1.084 -0.133
H 3.329 0.150 2.048 0.061
H 3.954 1.411 0.968 0.082
H 5.782 -0.035 1.939 0.092
H 5.065 -1.476 1.187 0.075
H 5.765 -0.188 0.175 0.069
C 2.862 -2.040 -0.530 -0.359
C 4.029 -2.341 -1.486 -0.118
H 1.910 -2.413 -0.949 0.077
H 3.001 -2.572 0.428 0.095
H 4.112 -3.424 -1.662 0.096
H 3.895 -1.852 -2.458 0.072
H 4.995 -2.015 -1.078 0.064
C -3.332 0.805 4.920 0.018
N -2.222 1.519 4.286 -0.034
C -1.753 2.658 4.868 0.014
C -0.696 3.348 4.327 0.016
C -0.099 2.835 3.154 -0.364
N -0.519 1.667 2.648 0.042
C -1.635 1.008 3.133 -0.474
O -2.093 0.003 2.565 0.028
N 0.918 3.481 2.526 0.168
H -3.018 0.450 5.909 0.112
H -3.644 -0.049 4.324 0.098
H -4.168 1.497 5.045 0.108
H -2.283 2.965 5.782 0.161
H -0.304 4.263 4.783 0.131
H 1.208 4.400 2.840 0.132
H 1.268 3.177 1.623 0.068
```

***

(4)
The following is a quantum chemistry calculation of a single C18H13ClO4S molecule, from the Open Molecules 2025 dataset.

- orbital gap (eV) = 6.42
- structure (SMILES) = COC1=C(OC)C(=O)C(Sc2ccc3ccccc3c2)=C(Cl)C1=O
- total charge = 0
- multiplicity = 1
- E_HOMO (eV) = -8.261

XYZ file:
```
37
Properties=species:S:1:pos:R:3:lowdin_charge:R:1
C 3.266 2.308 3.611 -0.052
O 2.057 2.703 2.917 -0.053
C 1.056 1.770 2.619 -0.093
C -0.155 2.263 2.103 -0.035
O -0.234 3.675 1.912 -0.071
C -1.191 4.278 1.026 -0.068
C -1.309 1.312 1.781 -0.306
O -2.373 1.709 1.295 0.072
C -1.122 -0.121 1.991 -0.458
S -2.291 -1.226 1.298 0.994
C -1.684 -1.326 -0.374 -0.495
C -2.187 -0.496 -1.363 -0.074
C -1.759 -0.645 -2.707 0.000
C -0.800 -1.625 -3.033 -0.186
C -0.348 -1.816 -4.352 -0.011
C 0.677 -2.783 -4.604 -0.069
C 1.111 -3.615 -3.573 -0.070
C 0.551 -3.465 -2.290 -0.024
C -0.341 -2.459 -2.000 -0.200
C -0.774 -2.314 -0.696 -0.043
C 0.043 -0.619 2.542 -0.522
Cl 0.274 -2.328 2.755 0.750
C 1.177 0.317 2.837 -0.324
O 2.223 -0.200 3.198 0.077
H 3.891 3.175 3.812 0.089
H 3.030 1.846 4.559 0.087
H 3.879 1.603 3.017 0.096
H -1.278 3.742 0.076 0.090
H -2.187 4.259 1.438 0.077
H -0.869 5.315 0.828 0.100
H -2.916 0.271 -1.135 0.103
H -2.215 -0.016 -3.490 0.121
H -0.691 -1.266 -5.213 0.103
H 1.050 -2.887 -5.630 0.103
H 1.884 -4.350 -3.758 0.099
H 0.919 -4.062 -1.474 0.111
H -0.364 -2.929 0.076 0.081
```

***

(5)
The following is a quantum chemistry calculation of a single C4H7N molecule, from the Open Molecules 2025 dataset.

- relative energy (zero: lowest compared OMol25 entry of this formula, charge and spin) (kJ/mol) = 231.8
- orbital gap (eV) = 9.86
- structure (SMILES) = [H]/N=C1/C[C@@H]1C
- total charge = 0
- multiplicity = 1
- E_HOMO (eV) = -8.834

XYZ file:
```
12
Properties=species:S:1:pos:R:3:lowdin_charge:R:1
H 1.799 1.592 0.300 0.087
N 2.108 0.647 -0.087 0.135
C 1.175 -0.130 0.074 -0.395
C 0.411 -1.368 -0.157 -0.050
C -0.259 -0.177 0.520 -0.319
C -1.299 0.605 -0.202 -0.098
H 0.253 -1.355 -1.202 0.092
H 0.817 -2.282 0.343 0.123
H -0.448 -0.186 1.638 0.152
H -1.090 0.539 -1.349 0.111
H -1.144 1.740 0.150 0.117
H -2.324 0.374 -0.028 0.045
```

***

(6)
The following is a quantum chemistry calculation of C30H58F3O26S8V as an isolated structure, from the Open Molecules 2025 dataset.

- orbital gap (alpha / beta) (eV) = 6.24 / 6.76
- total charge = 0
- multiplicity = 3
- expectation value of S² = 2.01
- E_HOMO (alpha / beta) (eV) = -6.631 / -6.599

XYZ file:
```
126
Properties=species:S:1:pos:R:3:mulliken_spin:R:1
V -15.460 -11.591 -10.242 1.885
C -12.949 -14.393 -12.426 0.008
C -12.436 -15.523 -12.027 -0.001
C -12.814 -16.103 -10.678 -0.002
O -12.519 -17.299 -10.328 0.015
C -13.711 -15.475 -9.826 0.016
C -14.132 -14.187 -10.141 -0.002
C -13.809 -13.632 -11.578 0.013
O -14.229 -12.488 -11.718 -0.014
O -14.896 -13.489 -9.491 -0.033
O -11.594 -16.086 -12.843 0.012
H -12.572 -13.898 -13.308 0.000
H -14.082 -16.004 -8.961 0.001
C -20.099 -10.925 -9.115 0.000
F -20.014 -11.683 -8.049 0.000
F -20.373 -11.513 -10.303 0.000
F -21.049 -9.955 -8.881 0.000
S -18.372 -9.983 -9.295 0.000
O -18.060 -9.403 -7.972 0.002
O -17.396 -11.006 -9.674 0.015
O -18.541 -8.966 -10.354 0.001
O -17.342 -15.456 -6.643 0.000
S -17.992 -14.832 -7.825 0.002
O -17.533 -13.582 -8.455 0.019
O -17.986 -16.053 -9.070 0.001
C -18.200 -17.352 -8.762 0.000
C -19.396 -17.801 -9.603 0.000
C -19.792 -14.778 -7.506 0.000
H -18.495 -17.458 -7.718 0.000
H -17.383 -18.041 -8.978 0.000
H -19.745 -18.804 -9.359 0.000
H -19.226 -17.833 -10.680 0.000
H -20.254 -17.145 -9.457 0.000
H -19.914 -14.243 -6.564 0.000
H -20.123 -15.816 -7.484 0.000
H -20.331 -14.268 -8.305 0.000
O -13.364 -9.608 -12.457 0.009
S -12.107 -9.576 -13.228 0.001
O -11.216 -10.732 -13.437 0.000
O -12.623 -8.936 -14.665 0.000
C -11.687 -8.911 -15.719 0.000
C -12.022 -7.624 -16.429 0.000
C -10.963 -8.294 -12.525 0.000
H -12.043 -9.747 -16.321 0.000
H -10.630 -8.998 -15.468 0.000
H -11.389 -7.655 -17.316 0.000
H -11.959 -6.697 -15.860 0.000
H -13.008 -7.676 -16.891 0.000
H -10.622 -8.531 -11.517 0.000
H -11.473 -7.331 -12.527 0.000
H -10.038 -8.326 -13.101 0.000
O -13.242 -11.031 -9.676 -0.027
S -11.873 -10.786 -9.196 -0.003
O -11.253 -9.469 -9.295 0.001
O -11.914 -11.294 -7.569 0.002
C -10.723 -11.048 -6.727 0.000
C -11.121 -11.298 -5.252 0.000
C -10.688 -12.162 -9.864 -0.001
H -10.276 -10.055 -6.777 0.000
H -9.904 -11.710 -7.010 0.000
H -10.357 -11.342 -4.476 0.000
H -11.676 -12.231 -5.157 0.000
H -11.747 -10.469 -4.922 0.000
H -11.167 -13.141 -9.863 0.000
H -9.832 -12.366 -9.221 0.000
H -10.369 -11.891 -10.870 0.000
O -16.043 -10.533 -12.068 0.010
S -16.544 -10.162 -13.419 0.005
O -17.935 -10.235 -13.816 0.002
O -15.941 -8.628 -13.661 0.001
C -16.177 -8.019 -14.908 0.000
C -15.319 -6.727 -14.999 0.000
C -15.566 -11.205 -14.642 0.003
H -17.243 -7.831 -15.033 0.000
H -15.887 -8.620 -15.770 0.000
H -15.399 -6.227 -15.965 0.000
H -14.277 -6.949 -14.771 0.000
H -15.562 -6.008 -14.217 0.000
H -14.527 -10.980 -14.402 -0.001
H -15.755 -10.946 -15.683 0.000
H -15.829 -12.260 -14.571 0.000
O -17.914 -13.387 -13.656 0.001
S -17.659 -13.797 -12.263 -0.002
O -16.857 -12.985 -11.353 -0.002
O -19.186 -14.048 -11.557 0.000
C -20.173 -14.802 -12.295 0.000
C -21.576 -14.202 -12.112 0.000
C -17.051 -15.570 -12.317 -0.001
H -20.248 -15.840 -11.971 0.000
H -19.889 -14.809 -13.348 0.000
H -22.367 -14.903 -12.379 0.000
H -21.704 -13.234 -12.598 0.000
H -21.832 -14.005 -11.070 0.000
H -16.990 -15.914 -11.284 0.000
H -16.029 -15.559 -12.695 0.000
H -17.692 -16.190 -12.944 0.000
C -15.886 -9.856 -5.192 0.001
C -16.856 -10.890 -4.823 0.000
C -16.841 -11.967 -5.862 0.002
S -15.191 -11.869 -6.730 0.000
O -15.445 -11.389 -8.111 0.035
O -14.477 -13.105 -6.474 0.003
C -14.645 -10.499 -5.614 0.000
H -15.772 -9.286 -4.269 0.000
H -16.224 -9.236 -6.022 0.000
H -17.862 -10.471 -4.827 0.000
H -16.749 -11.387 -3.859 0.000
H -17.619 -11.944 -6.626 0.000
H -16.929 -12.927 -5.353 0.000
H -13.996 -9.831 -6.181 -0.001
H -14.001 -10.938 -4.852 0.000
C -15.964 -5.681 -10.327 0.000
C -16.642 -6.110 -9.047 0.000
C -15.766 -7.142 -8.322 0.001
S -14.811 -8.022 -9.717 0.008
O -15.205 -9.421 -9.833 0.013
O -13.381 -7.647 -9.593 0.002
C -15.613 -6.941 -11.056 0.001
H -15.075 -5.115 -10.046 0.000
H -16.538 -4.905 -10.833 0.000
H -17.678 -6.429 -9.159 0.000
H -16.672 -5.211 -8.431 0.000
H -16.271 -7.853 -7.669 0.001
H -15.061 -6.625 -7.671 0.000
H -16.530 -7.515 -11.191 0.000
H -14.988 -6.798 -11.938 0.000
```

***

(7)
The following is a quantum chemistry calculation of C8H24AlFO4 as an isolated structure, from the Open Molecules 2025 dataset.

- relative energy (zero: lowest compared OMol25 entry of this formula, charge and spin) (kJ/mol) = 81.3
- orbital gap (eV) = 2.72
- total charge = +2
- multiplicity = 1
- E_HOMO (eV) = -16.373

XYZ file:
```
38
Properties=species:S:1:pos:R:3:lowdin_charge:R:1
Al -14.474 27.100 15.170 1.034
F -12.793 25.654 13.225 -0.557
C -8.803 26.775 10.527 -0.021
C -9.633 26.097 11.645 -0.212
O -10.756 26.906 11.912 0.063
H -7.973 26.099 10.321 0.092
H -8.420 27.749 10.834 0.096
H -9.335 26.905 9.585 0.097
H -9.096 26.037 12.592 0.159
H -9.895 25.095 11.307 0.148
H -11.394 26.404 12.425 0.032
C -14.641 21.771 10.915 -0.022
C -13.602 22.653 11.628 -0.193
O -13.738 23.973 11.020 0.105
H -15.674 22.085 11.062 0.103
H -14.497 20.757 11.287 0.095
H -14.490 21.811 9.836 0.100
H -12.585 22.265 11.573 0.153
H -13.809 22.681 12.698 0.135
H -13.367 24.564 11.679 0.049
C -10.733 21.525 14.139 -0.021
C -10.946 23.028 14.253 -0.246
O -10.954 23.627 13.007 0.057
H -10.623 21.053 15.115 0.102
H -9.806 21.328 13.601 0.101
H -11.561 21.082 13.586 0.086
H -10.242 23.555 14.896 0.171
H -11.891 23.172 14.777 0.149
H -11.502 24.403 13.149 0.033
C -10.884 30.479 13.308 -0.049
C -12.400 30.183 13.584 -0.242
O -12.527 28.777 13.534 -0.150
H -10.828 31.567 13.299 0.087
H -10.585 30.087 12.336 0.076
H -10.156 30.194 14.069 0.086
H -13.012 30.640 12.806 0.130
H -12.671 30.700 14.505 0.124
H -11.906 28.455 12.875 0.048
```

***

(8)
The following is a quantum chemistry calculation of C6H7CuN2O11P2 as an isolated structure, from the Open Molecules 2025 dataset.

- orbital gap (eV) = 7.33
- total charge = -2
- multiplicity = 1
- E_HOMO (eV) = -2.342

XYZ file:
```
29
Properties=species:S:1:pos:R:3:lowdin_charge:R:1
Cu -0.341 0.526 -1.362 0.416
O -1.099 3.543 -0.233 -0.172
P -1.759 3.163 -1.668 0.184
O -2.070 4.381 -2.440 -0.326
O -0.905 2.102 -2.323 -0.355
O -3.161 2.465 -1.189 -0.283
P -3.392 1.290 -0.100 0.179
O -2.975 2.117 1.296 -0.201
O -4.839 0.996 -0.016 -0.330
O -2.333 0.250 -0.236 -0.331
H -1.613 3.157 0.497 0.016
H -3.764 2.592 1.578 0.060
C 0.117 0.481 1.768 0.000
C 0.865 -0.530 0.977 -0.331
N 0.815 -0.671 -0.332 0.092
C 1.655 -1.720 -0.655 -0.102
C 2.219 -2.214 0.494 -0.081
N 1.704 -1.447 1.501 0.163
C 3.196 -3.306 0.859 -0.620
O 3.653 -3.992 -0.097 -0.025
O 3.447 -3.408 2.069 -0.023
C 1.840 -2.146 -2.071 -0.506
O 2.674 -3.151 -2.271 0.084
O 1.257 -1.593 -2.976 0.073
H -0.956 0.338 1.631 0.061
H 0.348 1.483 1.402 0.085
H 0.377 0.414 2.826 0.075
H 1.958 -1.609 2.462 0.156
H 3.084 -3.510 -1.393 0.043
```

***

E across the listed records, respectively: -687.10927; -3291.24154; -4874.01474; -1852.96092; -211.27237; -7563.03015; -961.54029; -3493.72248 Eh.
Largest force on an atom across the listed records, respectively: 3.2; 3.7; 2.6; 3.2; 3.9; 8.1; 4.4; 0.2 eV Å⁻¹.